{"formula": "C50H106O25S14", "method": "ωB97M-V with the def2-TZVPD basis set", "lumo_ev": 0.10, "charge": 0, "homo_lumo_gap_ev": 8.94, "total_energy_ha": -9424.121984, "fmax_ha_per_bohr": 0.08327, "symbols": ["C", "C", "C", "S", "O", "O", "C", "H", "H", "H", "H", "H", "H", "H", "H", "C", "C", "C", "S", "O", "O", "C", "H", "H", "H", "H", "H", "H", "H", "H", "C", "C", "C", "S", "O", "O", "C", "H", "H", "H", "H", "H", "H", "H", "H", "C", "C", "C", "S", "O", "O", "C", "H", "H", "H", "H", "H", "H", "H", "H", "C", "C", "C", "S", "O", "O", "C", "H", "H", "H", "H", "H", "H", "H", "H", "C", "C", "C", "S", "O", "O", "C", "H", "H", "H", "H", "H", "H", "H", "H", "C", "C", "C", "S", "O", "O", "C", "H", "H", "H", "H", "H", "H", "H", "H", "C", "C", "C", "S", "O", "O", "C", "H", "H", "H", "H", "H", "H", "H", "H", "C", "C", "C", "S", "O", "O", "C", "H", "H", "H", "H", "H", "H", "H", "H", "C", "C", "C", "S", "O", "O", "C", "H", "H", "H", "H", "H", "H", "H", "H", "C", "C", "C", "S", "O", "O", "C", "H", "H", "H", "H", "H", "H", "H", "H", "C", "S", "O", "C", "H", "H", "H", "H", "H", "H", "C", "S", "O", "C", "H", "H", "H", "H", "H", "H", "C", "S", "O", "C", "H", "H", "H", "H", "H", "H"], "xyz": [[-3.042, -6.003, 4.953], [-3.690, -7.276, 4.403], [-3.671, -7.185, 2.893], [-2.042, -6.397, 2.564], [-2.276, -5.142, 1.862], [-1.098, -7.377, 2.021], [-1.659, -6.053, 4.319], [-2.865, -6.148, 6.033], [-3.524, -5.081, 4.690], [-4.685, -7.348, 4.848], [-3.051, -8.099, 4.718], [-4.440, -6.641, 2.410], [-3.581, -8.222, 2.519], [-1.230, -5.052, 4.334], [-1.016, -6.837, 4.699], [3.134, -1.203, -6.381], [4.010, -1.459, -5.191], [3.295, -0.941, -3.901], [1.636, -1.558, -4.141], [0.602, -0.749, -3.524], [1.590, -2.966, -3.845], [1.620, -1.310, -5.991], [3.408, -1.932, -7.155], [3.356, -0.196, -6.665], [4.973, -0.955, -5.205], [4.137, -2.503, -5.080], [3.237, 0.148, -3.752], [3.623, -1.469, -2.967], [1.039, -0.367, -6.187], [1.098, -2.178, -6.422], [1.043, -4.540, -1.002], [2.331, -5.176, -1.524], [1.869, -6.352, -2.429], [0.290, -6.964, -1.651], [0.475, -8.271, -0.966], [-0.822, -6.836, -2.524], [0.266, -5.704, -0.380], [0.491, -4.143, -1.856], [1.144, -3.785, -0.260], [2.876, -5.594, -0.652], [2.960, -4.492, -2.095], [2.512, -7.213, -2.336], [1.680, -6.039, -3.448], [0.823, -6.061, 0.500], [-0.764, -5.436, -0.232], [1.889, -2.877, 3.957], [0.880, -3.371, 2.940], [-0.357, -2.463, 2.984], [-0.563, -2.143, 4.765], [-1.564, -3.061, 5.297], [-0.838, -0.754, 5.014], [1.123, -2.583, 5.281], [2.147, -1.854, 3.603], [2.782, -3.483, 4.018], [0.565, -4.401, 3.312], [1.280, -3.566, 1.948], [-1.369, -2.791, 2.649], [-0.088, -1.486, 2.524], [1.090, -3.371, 5.998], [1.552, -1.678, 5.648], [-0.710, 0.849, -1.078], [-1.419, -0.306, -0.315], [-0.594, -1.582, -0.527], [1.112, -0.915, -0.244], [2.019, -1.614, -1.128], [1.477, -0.999, 1.162], [0.777, 0.794, -0.652], [-1.239, 1.788, -0.913], [-0.714, 0.562, -2.113], [-2.432, -0.451, -0.651], [-1.458, -0.024, 0.744], [-0.537, -1.891, -1.555], [-0.885, -2.427, 0.093], [1.454, 1.040, -1.469], [1.106, 1.398, 0.210], [-5.103, 3.762, -3.637], [-3.983, 4.171, -2.622], [-4.557, 4.233, -1.181], [-6.298, 4.653, -1.412], [-6.731, 5.922, -0.819], [-7.106, 3.479, -1.062], [-6.281, 4.649, -3.317], [-5.452, 2.776, -3.394], [-4.824, 3.761, -4.703], [-3.518, 5.158, -2.871], [-3.083, 3.514, -2.671], [-4.135, 4.995, -0.553], [-4.631, 3.239, -0.733], [-6.212, 5.707, -3.640], [-7.306, 4.237, -3.550], [6.994, -0.135, -0.304], [6.039, -1.400, -0.368], [4.744, -1.094, 0.402], [4.613, 0.684, 0.210], [3.772, 1.258, 1.201], [4.345, 1.073, -1.175], [6.338, 0.896, 0.558], [7.035, 0.294, -1.302], [8.046, -0.422, -0.076], [6.568, -2.298, -0.027], [5.814, -1.620, -1.442], [4.783, -1.187, 1.500], [3.887, -1.594, -0.005], [6.431, 0.921, 1.653], [6.582, 1.870, 0.143], [3.869, 5.959, 1.880], [4.814, 7.141, 1.503], [5.867, 6.666, 0.518], [5.582, 4.929, 0.159], [6.839, 4.203, 0.098], [4.731, 4.795, -0.988], [4.669, 4.691, 1.685], [3.082, 5.923, 1.135], [3.390, 6.045, 2.873], [5.263, 7.472, 2.456], [4.134, 7.935, 1.152], [6.879, 6.637, 1.025], [5.913, 7.249, -0.426], [5.480, 4.498, 2.431], [4.106, 3.776, 1.485], [2.723, 0.916, 5.944], [2.509, 0.922, 4.420], [2.569, 2.413, 4.009], [4.058, 3.036, 4.877], [3.873, 4.382, 5.297], [5.214, 2.685, 4.103], [3.925, 1.828, 6.221], [3.023, -0.087, 6.355], [1.792, 1.297, 6.338], [1.517, 0.459, 4.213], [3.341, 0.392, 3.957], [1.780, 3.013, 4.437], [2.694, 2.698, 2.979], [3.755, 2.514, 7.072], [4.900, 1.398, 6.196], [-2.553, 1.774, 3.796], [-1.098, 2.240, 3.559], [-1.139, 3.671, 2.914], [-2.622, 3.618, 1.910], [-2.301, 3.414, 0.497], [-3.457, 4.740, 2.192], [-3.368, 2.073, 2.528], [-2.916, 2.391, 4.579], [-2.622, 0.727, 4.157], [-0.647, 1.656, 2.722], [-0.479, 2.209, 4.468], [-0.269, 3.880, 2.278], [-1.288, 4.452, 3.713], [-3.194, 1.327, 1.799], [-4.431, 2.334, 2.595], [-0.299, 4.642, -3.284], [0.834, 3.576, -3.320], [1.973, 3.970, -2.445], [1.232, 4.893, -1.052], [1.920, 6.131, -0.859], [1.201, 4.147, 0.244], [-0.414, 5.067, -1.823], [-1.279, 4.241, -3.622], [-0.004, 5.472, -3.864], [1.119, 3.366, -4.388], [0.327, 2.702, -2.943], [2.647, 4.673, -2.902], [2.395, 3.096, -1.927], [-0.732, 6.077, -1.678], [-1.132, 4.326, -1.357], [-2.036, -3.951, -3.425], [-3.050, -3.886, -1.834], [-3.750, -2.589, -1.853], [-4.266, -5.175, -2.397], [-2.646, -3.522, -4.197], [-1.708, -4.981, -3.546], [-1.203, -3.290, -3.234], [-3.969, -6.232, -2.590], [-4.701, -4.797, -3.305], [-5.128, -5.228, -1.732], [-7.172, 0.030, -1.471], [-5.796, 0.069, -0.181], [-4.788, 1.029, -0.674], [-6.799, 0.778, 1.218], [-8.014, -0.613, -1.225], [-6.645, -0.372, -2.330], [-7.409, 1.091, -1.559], [-7.404, -0.064, 1.522], [-7.341, 1.715, 1.007], [-6.114, 1.017, 2.058], [-2.134, -0.124, -5.916], [-2.201, 0.938, -4.396], [-2.401, 2.331, -4.823], [-3.776, 0.370, -3.736], [-2.084, -1.196, -5.669], [-1.244, 0.238, -6.486], [-2.977, 0.135, -6.565], [-4.500, 0.533, -4.542], [-4.032, 1.020, -2.932], [-3.729, -0.676, -3.390]]}